Entry 1:
{
  "formula": "C22H29IrN7Se",
  "method": "the ωB97M-V functional and the def2-TZVPD basis",
  "symbols": ["Ir", "Se", "N", "N", "N", "N", "N", "N", "N", "C", "C", "C", "C", "C", "C", "C", "C", "C", "C", "C", "C", "C", "C", "C", "C", "C", "C", "C", "C", "C", "C", "H", "H", "H", "H", "H", "H", "H", "H", "H", "H", "H", "H", "H", "H", "H", "H", "H", "H", "H", "H", "H", "H", "H", "H", "H", "H", "H", "H", "H"],
  "positions_angstrom": [[-0.136, 0.014, -0.269], [2.838, 0.661, -1.511], [0.935, -1.605, -0.843], [0.905, -0.179, 1.267], [-2.600, 1.077, -0.929], [-0.727, 1.873, 0.833], [3.527, 2.310, -1.542], [1.093, 1.226, -1.541], [-1.222, -0.956, -2.118], [1.961, -1.888, -0.017], [3.165, 0.270, 0.399], [2.482, 3.145, -1.625], [0.586, -2.418, -1.844], [-2.161, 2.183, 1.164], [1.153, 2.587, -1.654], [2.667, -3.063, -0.168], [1.552, 5.350, -1.822], [2.649, 4.554, -1.705], [2.881, -1.325, 2.294], [0.243, 4.796, -1.887], [0.045, 3.441, -1.813], [1.260, -3.614, -2.039], [-0.877, -2.554, -3.968], [2.225, -0.780, 1.026], [0.536, 0.542, 2.481], [-3.116, 1.261, 0.419], [-2.389, -0.411, -2.813], [2.299, -3.944, -1.182], [-3.350, 0.161, -1.769], [-0.571, -1.923, -2.646], [0.186, 1.959, 2.022], [-4.220, 0.626, -2.240], [-0.038, -3.135, -4.339], [-0.288, 2.544, 2.809], [1.337, 0.545, 3.219], [-3.715, -0.658, -1.145], [-0.424, 2.591, 0.184], [-1.113, -1.792, -4.709], [2.823, -4.883, -1.300], [-0.328, 0.071, 2.949], [1.669, 6.422, -1.887], [3.145, -0.520, 2.978], [0.973, -4.280, -2.839], [-0.942, 3.017, -1.928], [3.809, -1.840, 2.053], [-2.551, 1.977, -1.397], [-2.893, -1.185, -3.392], [-2.048, 0.364, -3.507], [-0.602, 5.458, -2.017], [1.092, 2.482, 1.713], [-3.132, 0.282, 0.908], [3.480, -3.301, 0.502], [4.206, -0.053, 0.434], [-2.365, 3.225, 0.906], [-2.288, 2.087, 2.241], [-4.136, 1.658, 0.428], [-1.740, -3.219, -3.886], [3.075, 1.232, 0.905], [3.651, 4.958, -1.673], [2.216, -2.021, 2.804]],
  "e_above_lowest_kj_mol": 218.2,
  "lumo_ha": [-0.2470, -0.2679],
  "e_tot_ev": -101884.2865,
  "spin_multiplicity": 2,
  "e_homo_ha": [-0.4850, -0.5061],
  "charge": 2,
  "s_squared": 1.0476
}

---

Entry 2:
{
  "formula": "C3H4S2",
  "method": "the ωB97M-V functional and the def2-TZVPD basis",
  "symbols": ["S", "S", "C", "C", "C", "H", "H", "H", "H"],
  "positions_angstrom": [[2.835, -1.041, -0.230], [1.152, 1.602, 0.095], [1.667, -0.049, 0.107], [0.216, 0.060, 0.407], [-1.227, -0.190, -0.313], [0.019, 0.162, 1.416], [-1.603, 0.862, -0.323], [-1.855, -0.854, 0.160], [-1.204, -0.552, -1.320]],
  "e_above_lowest_kj_mol": 134.3,
  "lumo_ha": -0.0088,
  "e_tot_ev": -24844.2492,
  "smiles": "C[C@@H]1SC1=S",
  "e_homo_ha": -0.3207,
  "charge": 0
}

---

Entry 3:
{
  "formula": "C19H38AlBBeCl5F5MgO18P",
  "method": "the ωB97M-V functional and the def2-TZVPD basis",
  "symbols": ["Cl", "Cl", "Cl", "Cl", "Cl", "P", "Al", "Mg", "F", "F", "F", "F", "F", "O", "O", "O", "O", "O", "O", "O", "O", "O", "O", "O", "O", "O", "O", "O", "O", "O", "O", "C", "C", "C", "C", "C", "C", "C", "C", "C", "C", "C", "C", "C", "C", "C", "C", "C", "C", "C", "B", "Be", "H", "H", "H", "H", "H", "H", "H", "H", "H", "H", "H", "H", "H", "H", "H", "H", "H", "H", "H", "H", "H", "H", "H", "H", "H", "H", "H", "H", "H", "H", "H", "H", "H", "H", "H", "H", "H", "H"],
  "positions_angstrom": [[-4.013, -4.627, 3.597], [-4.030, -2.618, -8.682], [-0.146, 1.630, 2.379], [-5.713, -4.015, -6.748], [3.687, -0.129, 4.761], [-4.965, -1.618, 1.569], [2.223, 9.630, 3.972], [2.613, 4.605, -1.433], [-4.753, 2.159, 2.286], [2.699, -3.873, -2.663], [-3.040, 3.443, 1.417], [-2.661, 1.254, 1.998], [-3.967, 1.727, 0.175], [-3.893, -6.325, -4.343], [2.167, 0.941, 1.723], [-3.564, -1.120, 1.346], [-5.308, -4.564, 4.119], [-3.818, -5.644, 2.651], [1.261, -3.111, -3.279], [-5.432, -1.123, 2.904], [1.764, 1.408, 4.001], [-4.852, -3.268, 1.592], [-5.834, -1.120, 0.474], [2.987, 6.922, 2.217], [-3.735, -3.233, 2.841], [-1.654, -3.250, -3.894], [-0.567, -2.440, -0.935], [3.686, 2.427, 4.631], [-2.989, -4.530, 4.559], [3.767, 8.092, 3.912], [3.924, -0.799, -0.102], [-0.703, -4.234, -4.176], [1.874, 3.306, 2.430], [-5.412, -2.487, -7.586], [0.506, -1.663, -1.399], [1.594, 1.810, 2.616], [-0.390, -2.934, 0.386], [1.612, 5.318, 0.933], [3.718, 5.733, 4.227], [4.235, -0.114, 1.110], [0.997, 3.983, 1.368], [1.642, 6.348, 2.068], [5.725, 0.094, 1.334], [3.489, 6.976, 3.444], [3.029, 1.448, 4.434], [0.704, -1.875, -2.886], [-4.102, -5.807, -3.030], [0.403, -4.254, -3.118], [3.476, 1.205, 1.225], [-2.215, -2.635, -5.052], [-3.629, 2.155, 1.469], [4.877, 10.920, 4.065], [-5.202, -1.724, -6.846], [1.603, 3.763, 3.378], [2.777, 5.338, 4.599], [-0.269, -4.083, -5.169], [0.558, -3.474, 0.487], [5.910, 0.099, 2.406], [-1.435, -2.270, -5.727], [4.356, 6.006, 5.060], [0.888, 3.358, 0.482], [-0.241, -1.743, -3.448], [6.070, 1.049, 0.940], [1.278, 5.930, 3.003], [-4.625, -6.026, -4.892], [-4.117, -4.713, -3.035], [0.922, 5.729, 0.194], [3.426, 1.601, 0.209], [2.607, 5.159, 0.509], [0.008, -4.317, -2.107], [3.869, -0.732, 1.929], [4.069, 1.855, 1.864], [0.996, 7.182, 1.814], [1.408, -1.121, -3.240], [1.435, -1.906, -0.869], [1.018, -5.131, -3.281], [4.249, 5.008, 3.619], [0.032, 4.239, 1.790], [-1.200, -3.630, 0.587], [0.270, -0.606, -1.229], [-3.277, -6.146, -2.407], [-0.439, -2.110, 1.102], [2.918, 3.567, 2.264], [-6.291, -2.222, -8.160], [-2.807, -1.785, -4.720], [4.731, -0.805, -0.624], [-1.185, -5.220, -4.138], [-5.037, -6.179, -2.606], [-2.863, -3.344, -5.571], [6.320, -0.720, 0.928]],
  "e_above_lowest_kj_mol": 0.0,
  "lumo_ha": -0.2701,
  "e_tot_ev": -155753.1061,
  "e_homo_ha": -0.3345,
  "charge": 1
}

---

Entry 4:
{
  "formula": "C2H8O3",
  "method": "the ωB97M-V functional and the def2-TZVPD basis",
  "symbols": ["O", "O", "O", "C", "C", "H", "H", "H", "H", "H", "H", "H", "H"],
  "positions_angstrom": [[-0.799, 1.760, 1.551], [0.835, -0.131, 0.602], [1.407, -1.281, -1.874], [-1.201, 1.074, 0.454], [-0.594, -0.350, 0.587], [-0.844, -0.841, 1.547], [1.225, -0.214, -0.293], [-0.805, 1.547, -0.465], [2.049, -1.793, -1.332], [-2.281, 0.889, 0.298], [-0.952, -1.007, -0.229], [1.893, -1.070, -2.702], [0.067, 1.418, 1.856]],
  "e_above_lowest_kj_mol": 58.3,
  "lumo_ha": 0.0146,
  "e_tot_ev": -8345.3975,
  "smiles": "OCCO.O",
  "e_homo_ha": -0.3566,
  "charge": 0
}

---

Entry 5:
{
  "formula": "C11H10BBrN2O6P2S",
  "method": "the ωB97M-V functional and the def2-TZVPD basis",
  "symbols": ["Br", "S", "P", "P", "O", "O", "O", "O", "O", "O", "N", "N", "C", "C", "C", "C", "C", "C", "C", "C", "C", "C", "C", "B", "H", "H", "H", "H", "H", "H", "H", "H", "H", "H"],
  "positions_angstrom": [[4.006, 0.637, -0.829], [2.398, -3.548, -1.711], [3.003, -2.437, -0.228], [1.847, 3.118, -0.406], [-2.779, 3.412, -0.905], [0.805, -3.505, 1.132], [-1.827, -4.189, 0.716], [-2.803, -5.305, -0.841], [-2.119, 1.253, -1.638], [-2.557, 0.307, 1.450], [1.502, 4.124, 0.747], [-1.872, -4.656, -0.677], [0.059, -2.629, 0.806], [-0.934, 2.292, 0.459], [0.522, -1.247, 0.470], [-1.395, -2.904, 0.776], [0.022, 1.142, 0.343], [-1.776, -0.501, 1.006], [-2.240, -1.888, 0.867], [1.841, -1.020, 0.034], [1.347, 1.381, -0.064], [2.221, 0.302, -0.220], [-0.375, -0.183, 0.598], [-1.995, 2.302, -0.732], [2.325, 4.601, 1.090], [-0.430, 3.253, 0.420], [-2.877, 3.549, -1.855], [-1.479, 2.271, 1.392], [-3.306, -2.055, 0.886], [3.210, 3.147, -0.696], [4.281, -1.914, -0.404], [3.021, -3.109, 0.996], [1.144, 3.388, -1.599], [-2.788, 0.614, -1.383]],
  "lumo_ha": -0.0672,
  "e_tot_ev": -126963.6605,
  "smiles": "N=[PH2]c1c(Br)c([PH2]=S)c2c(c1CB(O)O)C(=O)C=C(ON=O)C2=O",
  "e_homo_ha": -0.3228,
  "charge": 0
}

---

Entry 6:
{
  "formula": "C20H24IN2O2S3Tl",
  "method": "the ωB97M-V functional and the def2-TZVPD basis",
  "symbols": ["Tl", "I", "S", "S", "S", "O", "O", "N", "N", "C", "C", "C", "C", "C", "C", "C", "C", "C", "C", "C", "C", "C", "C", "C", "C", "C", "C", "C", "C", "H", "H", "H", "H", "H", "H", "H", "H", "H", "H", "H", "H", "H", "H", "H", "H", "H", "H", "H", "H", "H", "H", "H", "H"],
  "positions_angstrom": [[0.866, -1.152, -0.535], [-0.081, -3.982, 0.325], [1.415, 1.117, 0.951], [3.350, -1.820, 0.647], [2.800, 0.177, -2.244], [-0.626, -0.303, -2.215], [-5.309, 0.070, 0.121], [-1.400, -1.017, 0.515], [-2.741, 2.373, -3.147], [-1.382, -2.892, 4.285], [-4.793, 1.349, -0.159], [-0.826, -3.542, 3.190], [4.628, -1.037, -0.380], [-3.652, 1.299, -1.150], [-1.763, 1.489, -3.156], [-2.475, -0.449, 0.111], [1.918, 2.170, -0.450], [3.079, 1.714, -1.332], [3.247, -0.710, 2.074], [4.266, -0.808, -1.851], [-1.959, -1.023, 2.891], [-3.629, 2.276, -2.167], [-0.851, -2.925, 1.946], [2.963, 0.768, 1.825], [-0.812, 1.478, -4.292], [-1.949, -1.636, 4.131], [-1.425, -1.666, 1.782], [-2.591, 0.425, -1.069], [-1.599, 0.492, -2.116], [-2.366, -0.028, 2.781], [-3.392, -0.576, 0.688], [3.778, 1.264, 1.304], [0.156, 1.880, -3.983], [4.179, -0.793, 2.635], [-4.440, 1.777, 0.787], [3.258, 2.488, -2.080], [-5.569, 2.023, -0.532], [5.115, -0.336, -2.350], [-6.053, -0.113, -0.462], [1.008, 2.284, -1.042], [-4.391, 3.040, -2.160], [-0.385, -4.520, 3.303], [2.466, -1.145, 2.704], [-0.631, 0.461, -4.637], [4.928, -0.109, 0.103], [4.090, -1.755, -2.364], [-2.378, -1.127, 4.980], [2.876, 1.248, 2.803], [-1.200, 2.096, -5.096], [5.498, -1.696, -0.359], [-1.366, -3.369, 5.251], [2.154, 3.155, -0.046], [3.998, 1.617, -0.757]],
  "lumo_ha": -0.3269,
  "e_tot_ev": -73487.9657,
  "e_homo_ha": -0.4718,
  "charge": 2
}